20
Properties=species:S:1:pos:R:3:forces:R:3:nbo_charge:R:1 method="wB97M-V/def2-TZVPD" multiplicity=1 homo_ev=-8.23 e_above_lowest_kj_mol=0.0 e_tot_ha=-1285.84439
C -1.6138 1.2790 0.3641 -0.8347 -0.2829 2.3630 -0.407
C -0.9472 0.1548 0.1522 1.4042 -0.6805 -1.4420 0.254
C -1.4333 2.3105 -0.5792 -0.1014 1.3953 -0.5144 0.383
C 1.3444 -1.4158 1.1715 -0.1498 0.0923 0.2497 -0.640
C 0.0816 -1.9969 0.5083 0.9483 0.0845 1.9279 -0.066
C -1.9654 3.5749 -0.7683 -0.2392 -1.5917 1.2300 -0.599
O -0.5458 2.1509 -1.5674 0.0485 0.5830 -0.5432 -0.758
O -0.9884 -1.0160 0.7548 -0.3349 -1.3152 0.9162 -0.483
F -1.5499 5.4564 -2.4135 1.3148 -1.5405 -0.0908 -0.608
P -0.9682 3.8654 -2.1411 -5.5995 0.7865 -0.0413 1.538
Cl -3.3597 4.2494 -0.0003 0.5652 0.1234 -0.2440 0.031
H -2.0994 1.4543 1.3234 -0.5374 0.0295 -0.5358 0.237
H -0.2535 0.2519 -0.6639 0.2545 -0.5713 -0.6323 0.178
H 1.4865 -0.4006 0.6961 0.5714 -1.1461 0.7436 0.215
H 1.1380 -1.3174 2.2591 0.0490 0.3184 -0.6704 0.218
H 2.2188 -2.1205 1.1391 -0.6721 0.8862 -0.5381 0.224
H -0.1058 -2.9934 1.0416 -0.6551 1.6125 -0.9802 0.207
H 0.2773 -2.1455 -0.5375 -0.4346 -0.0423 -0.6332 0.185
H -1.4525 3.4169 -3.3462 0.2942 -0.1620 -0.5243 -0.041
H 0.2763 4.0498 -2.0704 4.1085 1.4209 -0.0403 -0.067

***

58
Properties=species:S:1:pos:R:3:forces:R:3:nbo_charge:R:1 method="wB97M-V/def2-TZVPD" total_charge=+2 multiplicity=1 homo_ev=-14.47 e_above_lowest_kj_mol=0.0 e_tot_ha=-2989.11707
Mo 0.0818 1.0452 0.4714 0.2137 -0.1497 -0.3793 0.176
S 2.1625 1.7817 -0.0056 -0.1138 -0.0502 0.0248 0.390
C 2.8272 1.5040 1.5838 0.0395 -0.0067 0.0475 -0.273
C 4.2312 1.2579 1.6653 -0.0021 -0.0184 0.0446 0.186
N 5.3556 1.0283 1.7108 0.0170 0.0030 -0.0306 -0.134
C 2.0435 1.5736 2.6930 -0.0482 -0.0212 -0.1549 -0.229
S 0.3089 1.8305 2.5828 -0.0637 0.0524 0.2253 0.285
C 2.5681 1.3819 4.0043 0.0243 0.0480 0.0483 0.177
N 2.9664 1.2350 5.0717 -0.0022 -0.0321 0.0158 -0.120
C -2.3435 0.1047 1.0899 -0.0174 0.0575 0.0680 -1.190
Si -2.2598 1.0773 -0.5507 0.2258 0.0505 0.2114 1.675
C -2.6619 0.0343 -2.0259 -0.0253 0.0652 0.0800 -1.164
C -2.9389 2.7777 -0.4588 -0.1820 -0.1685 -0.0545 -0.579
C -4.3070 3.0600 -0.4056 0.0465 -0.0203 0.0314 -0.120
C -4.7314 4.3719 -0.2760 0.0065 0.0408 0.0057 -0.181
C -3.7991 5.4002 -0.1994 -0.0554 0.0078 0.0046 -0.154
C -2.4420 5.1257 -0.2644 0.0505 -0.0322 0.0152 -0.171
C -1.9941 3.8089 -0.4044 0.0586 0.1804 -0.0925 -0.512
Si -0.1876 3.4377 -0.6996 -0.1824 0.1440 0.0798 1.571
C 0.8323 4.8044 0.0525 0.0053 -0.1233 -0.0582 -1.158
C 0.2331 3.0914 -2.4874 -0.0312 -0.0376 0.0209 -1.161
H -3.4031 0.2689 1.3333 -0.0356 -0.0220 -0.0871 0.328
H -1.8813 0.4187 2.0324 0.0429 0.0490 -0.0627 0.295
H -2.1781 -0.9654 0.9683 -0.0457 -0.0151 -0.0449 0.277
H -3.7493 0.0875 -2.1504 0.0010 -0.0179 -0.0052 0.292
H -2.3820 -1.0130 -1.9296 0.0390 -0.0041 0.0239 0.265
H -2.2309 0.4528 -2.9372 0.0079 0.0005 0.0024 0.275
H -5.0484 2.2704 -0.4525 0.0143 -0.0236 -0.0094 0.216
H -5.7884 4.5964 -0.2294 -0.0039 -0.0019 -0.0004 0.245
H -4.1366 6.4225 -0.0929 0.0051 0.0048 0.0001 0.245
H -1.7381 5.9467 -0.2112 0.0126 0.0014 -0.0058 0.230
H 0.7276 5.6922 -0.5788 -0.0352 0.0001 -0.0052 0.274
H 1.8972 4.5844 0.1084 0.0114 0.0069 -0.0158 0.260
H 0.4726 5.0609 1.0499 0.0026 -0.0245 0.0089 0.266
H -0.1355 3.9392 -3.0728 0.0246 0.0222 0.0020 0.286
H -0.2480 2.1997 -2.8952 -0.0143 -0.0013 0.0057 0.237
H 1.3079 3.0163 -2.6592 0.0154 -0.0065 0.0151 0.267
S 1.7104 -4.9050 -1.8137 0.0138 0.0014 -0.0143 0.472
C 1.2248 -3.3944 -1.1672 -0.0001 0.0190 0.0002 0.011
C 0.8997 -2.3686 -2.0854 -0.0303 0.0751 0.0213 -0.267
C 0.5240 -1.1421 -1.6253 0.0738 -0.0694 -0.1161 0.056
N 0.4299 -0.8572 -0.3017 0.0271 0.0831 0.0399 -0.555
C 0.7556 -1.8309 0.5846 -0.0849 -0.0661 0.0388 0.064
C 1.1394 -3.0858 0.2035 -0.0041 0.0214 0.0431 -0.294
C 2.0147 -5.8799 -0.3575 -0.0607 -0.0833 0.0977 -0.208
C 0.9699 -6.5740 0.2391 0.0595 0.0410 -0.0661 -0.258
C 1.2653 -7.3428 1.3572 -0.0530 -0.0250 0.0228 0.054
N 2.4859 -7.4485 1.8718 -0.0181 0.0086 -0.0099 -0.360
C 3.4745 -6.7930 1.2759 0.0688 0.0007 0.0276 0.058
C 3.2978 -5.9904 0.1543 -0.0189 0.0428 -0.0503 -0.251
H 0.9600 -2.5417 -3.1514 0.0030 -0.0079 -0.0014 0.262
H 0.2993 -0.3372 -2.3148 -0.0013 0.0144 0.0024 0.226
H 0.6916 -1.5664 1.6359 0.0150 -0.0268 -0.0002 0.224
H 1.3812 -3.8230 0.9557 0.0057 0.0151 0.0074 0.273
H -0.0360 -6.5340 -0.1561 -0.0042 -0.0019 -0.0037 0.238
H 0.4813 -7.9016 1.8547 0.0096 -0.0028 0.0022 0.218
H 4.4610 -6.9109 1.7085 -0.0031 0.0015 -0.0010 0.220
H 4.1385 -5.4830 -0.2988 -0.0038 0.0015 -0.0154 0.243

***

49
Properties=species:S:1:pos:R:3:forces:R:3:nbo_charge:R:1 method="wB97M-V/def2-TZVPD" multiplicity=1 smiles="CN(C)S(=O)(=O)c1ccc(NC(=O)CN2C(=O)NC3(CCCC3)C2=O)cc1" homo_ev=-8.91 e_above_lowest_kj_mol=54.9 e_tot_ha=-1654.49164
C 0.2036 2.8457 -5.5798 -0.3750 0.1736 -0.0716 -0.429
N 1.5062 2.4086 -5.1348 0.2583 0.2455 1.0399 -0.658
C 2.5414 2.5136 -6.1403 0.4210 0.0878 -0.0684 -0.429
S 1.9273 3.1565 -3.6735 -0.2513 -0.3913 -0.1024 2.305
O 1.6052 4.5570 -3.6984 -0.2824 -0.0641 0.0230 -0.945
O 3.2780 2.7790 -3.3761 0.0529 -0.2413 -0.0780 -0.941
C 0.8271 2.3097 -2.5508 0.2952 0.4215 -0.4231 -0.361
C -0.1824 2.9904 -1.8986 0.1458 0.0362 -0.1124 -0.168
C -1.0209 2.3156 -1.0289 -0.0998 0.0127 0.1105 -0.246
C -0.8350 0.9502 -0.8158 0.0976 0.3836 -0.1726 0.167
N -1.6256 0.1997 0.0516 0.2805 -0.3675 -0.2197 -0.628
C -2.6095 0.6263 0.8851 -0.1856 -0.4508 0.2501 0.675
O -3.0435 1.7501 0.9545 -0.1243 0.2566 0.0463 -0.579
C -3.1657 -0.5187 1.7531 -0.2429 0.2218 -0.0962 -0.321
N -2.1729 -1.1022 2.6287 -0.1251 0.1350 -0.0317 -0.465
C -2.2310 -0.9285 4.0336 0.0142 -0.0569 0.0827 0.797
O -3.0697 -0.3012 4.6154 -0.3274 0.2709 0.1421 -0.593
N -1.1861 -1.6200 4.5329 0.1637 -0.0703 0.2297 -0.619
C -0.3966 -2.2908 3.5303 0.1631 -0.1630 -0.0224 0.028
C -0.3145 -3.8184 3.7298 0.0136 -0.0567 -0.0085 -0.407
C 1.0793 -4.0628 4.3008 0.0058 -0.0117 -0.1872 -0.400
C 1.9343 -3.0624 3.5300 0.0127 0.0310 0.1001 -0.403
C 1.0728 -1.7991 3.4927 0.1210 -0.0629 -0.1752 -0.403
C -1.1502 -1.9144 2.2661 -0.0093 -0.0439 0.1999 0.722
O -0.8833 -2.2632 1.1342 0.1319 -0.2379 -0.1225 -0.628
C 0.1911 0.2741 -1.4837 0.0366 0.1082 -0.0537 -0.196
C 1.0211 0.9551 -2.3499 -0.0358 -0.1439 0.1022 -0.179
H 0.1997 3.9100 -5.8414 -0.0558 -0.0439 -0.0517 0.197
H -0.5062 2.6794 -4.7715 -0.1996 0.0133 -0.1117 0.215
H -0.0942 2.2565 -6.4465 -0.0023 -0.0395 0.0368 0.208
H 3.4892 2.3043 -5.6508 0.1084 -0.0396 -0.2277 0.238
H 2.3584 1.7740 -6.9202 -0.0189 0.0195 0.0332 0.204
H 2.5813 3.5130 -6.5884 0.0152 -0.0195 -0.0535 0.184
H -0.2952 4.0480 -2.0778 -0.0819 0.1264 0.0176 0.246
H -1.8100 2.8346 -0.5107 0.0033 0.0076 -0.0093 0.261
H -1.3652 -0.7855 0.1138 -0.1629 0.2089 0.1065 0.434
H -3.9507 -0.1117 2.3960 0.1369 -0.0579 -0.1879 0.272
H -3.5764 -1.2960 1.1005 0.0252 0.0388 0.0879 0.226
H -0.9931 -1.6689 5.5182 -0.1204 0.0958 -0.0206 0.421
H -1.1171 -4.1755 4.3732 -0.0803 0.0033 -0.0732 0.224
H -0.4040 -4.2997 2.7548 0.0083 -0.0366 -0.0167 0.228
H 1.4062 -5.0910 4.1615 0.0152 -0.0555 0.0980 0.222
H 1.0984 -3.8341 5.3675 0.0288 -0.0217 0.0982 0.194
H 2.9007 -2.8820 3.9962 0.0803 -0.0111 -0.0591 0.220
H 2.0997 -3.4273 2.5163 0.0513 -0.0326 -0.0437 0.209
H 1.2692 -1.1966 2.6070 0.0115 0.0969 0.0312 0.231
H 1.2533 -1.1801 4.3722 -0.0290 0.0220 -0.0108 0.217
H 0.3298 -0.7829 -1.3080 0.0377 -0.1155 0.0051 0.214
H 1.8257 0.4620 -2.8703 0.0741 -0.1813 -0.0293 0.239

***

Number 1: largest force on an atom 0.110 Eh/bohr. Number 2: largest force on an atom 0.009 Eh/bohr. Number 3: largest force on an atom 0.021 Eh/bohr.